No. 1
Entry from OMol25: a structure of composition C25H31BIrN8Se (ωB97M-V/def2-TZVPD).

Calculated values
Energy relative to the best compared isomer or geometry (same formula, charge and spin)   0.000 eV
<S²>   0.799
Maximum force   0.4 eV/A
Gap between HOMO and LUMO (spin up / spin down)   6.27 / 5.05 eV
Net charge   +2
Spin multiplicity   2
HOMO level (spin up / spin down)   -0.5170 / -0.5170 Ha

Each line ends with the Löwdin charge.
Positions of all 67 atoms, in Å:
H: 6.07708 1.89639 2.54562  0.135
N: -1.49290 -0.60804 0.53097  0.054
C: -5.06760 -2.62826 0.22359  -0.330
H: -5.89163 -2.66051 2.20033  0.082
C: 0.39722 -1.91883 -3.39248  0.035
H: -3.03868 4.66604 -2.18660  0.096
H: 0.35311 2.61292 2.06964  0.080
C: 2.23823 -1.27385 0.47214  -0.036
C: 3.32857 1.06575 0.72360  -0.491
C: 4.48078 3.34282 0.95975  -0.074
H: -5.27967 -4.45174 -1.06250  0.116
B: -2.19492 -0.89105 -0.84650  -0.624
Se: 2.22163 1.93611 -0.48720  0.922
H: -0.98747 -0.56987 3.74525  0.129
C: -4.10173 2.12732 -1.94993  0.036
C: 5.24906 -0.07315 2.41781  -0.194
C: -2.25407 3.97613 -1.88680  -0.014
C: 6.27351 -0.70018 3.30402  -0.008
C: -0.69225 -2.24482 -2.60563  0.002
H: -6.86384 -1.78481 1.02369  0.084
C: -4.74046 -3.56028 -0.78955  0.004
C: 5.29357 1.28874 2.11055  0.031
C: -6.22900 -2.65889 1.16442  -0.016
H: 2.29804 -0.30034 -4.44426  0.101
N: -1.02630 -1.19727 -1.84855  0.066
H: 4.56866 3.52480 -0.11273  0.078
N: -3.26546 -1.92012 -0.72635  -0.006
H: 0.87840 -2.53988 -4.12851  0.131
C: -1.72034 -1.13105 1.73742  0.005
H: -1.83671 4.34044 -0.94609  0.085
C: -3.60283 -3.07924 -1.36547  -0.053
C: 1.80650 0.23797 -3.63729  -0.021
C: 3.25658 -0.33166 1.03297  -0.255
H: -1.23669 -3.16825 -2.55143  0.121
H: 2.59906 -1.71183 -0.46304  0.106
H: 6.82528 -1.46407 2.75106  0.108
H: -1.47799 4.01151 -2.65428  0.084
H: -6.83193 -3.54879 0.99988  0.083
Ir: -0.08638 1.38916 -0.94371  1.191
H: 1.60611 1.41680 2.44642  0.062
H: 6.98149 0.02697 3.69237  0.091
N: -0.62071 0.42390 0.67753  -0.118
C: -0.99514 -0.42119 2.67935  0.037
H: -4.83938 0.02804 -1.65932  0.141
C: -0.31464 0.56737 1.98186  -0.297
N: -2.05245 1.56646 -1.33690  -0.106
H: 4.19742 -1.91138 2.10717  0.140
N: -2.81609 0.45476 -1.29182  0.031
H: -4.95652 2.70055 -2.26489  0.127
C: -4.06235 0.77423 -1.65546  0.011
H: 5.35698 3.76625 1.44465  0.095
H: 2.56558 0.49268 -2.89818  0.038
H: 1.39981 1.16102 -4.05419  0.095
C: -2.81209 2.60110 -1.73702  -0.297
H: -3.06771 -3.46457 -2.21281  0.102
N: -4.18622 -1.64767 0.25642  0.105
H: 5.79248 -1.20925 4.14161  0.105
H: 2.06769 -2.09213 1.17074  0.101
C: 0.54499 1.64929 2.54342  -0.012
H: 3.60156 3.88465 1.31398  0.086
H: -2.41970 -1.94137 1.84902  0.136
N: -0.14649 -0.19346 -2.12628  -0.086
C: 4.37559 1.87854 1.26250  -0.276
C: 4.22417 -0.85419 1.86877  0.022
C: 0.73270 -0.61570 -3.05903  -0.299
H: 1.29191 -0.79277 0.27285  0.018
H: 0.32458 1.75176 3.60343  0.103

No. 2
Entry from OMol25: a structure of composition C25H31ClN2O5P2STeTi (ωB97M-V/def2-TZVPD).

Calculated values
Energy relative to the best compared isomer or geometry (same formula, charge and spin)   0.000 eV
<S²>   0.753
Maximum force   0.1 eV/A
Gap between HOMO and LUMO (spin up / spin down)   7.05 / 7.06 eV
Net charge   -1
Spin multiplicity   2
HOMO level (spin up / spin down)   -0.1668 / -0.1667 Ha

Each line ends with the Löwdin charge.
Positions of all 69 atoms, in Å:
C: 2.77371 -4.32066 -1.08255  -0.075
C: -0.86125 6.50827 -0.72095  -0.085
H: -5.63319 0.59019 -0.00250  0.101
C: 3.73898 1.95722 -0.43519  -0.277
C: -0.41269 4.64198 -2.20215  -0.011
H: 0.69113 -1.81680 -1.13065  0.046
H: -2.38895 -1.27228 -2.95625  0.109
N: -1.13398 -0.30451 -0.01014  0.084
H: -3.51108 -2.97511 0.63879  0.075
H: -3.40143 1.19606 3.60958  0.097
H: -0.21249 -2.07385 -2.63773  0.088
C: 0.17403 3.32902 1.15242  -0.435
H: 5.26817 -0.59537 -0.32012  0.040
P: 0.57270 -3.08519 1.62037  0.063
C: -2.40402 -0.85737 -1.95725  -0.013
C: -0.20383 4.42439 0.18770  -0.085
H: 2.97321 -3.93451 1.03635  0.081
H: 3.81271 -4.62556 -1.22389  0.077
H: -1.02148 6.59484 -2.85593  0.095
Ti: 0.81463 0.19108 1.20345  0.382
C: -2.29425 0.11166 0.59919  -0.224
H: 4.21760 0.06723 -2.57963  0.039
C: -0.56687 5.73759 0.40077  -0.006
H: 3.75610 2.29969 0.59855  0.009
C: -2.25638 0.48094 1.97901  -0.596
N: 0.43759 2.17121 0.40687  0.018
O: 1.16358 -1.76240 1.13106  -0.531
H: -1.75294 -3.95609 2.95816  0.055
C: -0.78562 5.96871 -2.00418  -0.087
Cl: 2.53350 0.87401 2.67203  0.003
O: 0.24026 3.46314 2.34664  0.073
H: 0.58010 -0.51547 -2.32628  0.050
O: 0.97714 -4.17342 0.49826  -0.296
Te: 1.14429 -3.79912 3.76563  0.349
C: 0.29928 2.46109 -0.92468  -0.455
H: 4.03073 -1.80463 0.10620  0.019
H: -4.47794 -0.36694 -1.96297  0.114
H: 2.90730 -1.12403 -2.46856  0.023
C: -4.70292 0.57717 0.55286  -0.062
C: -3.54378 -0.36503 -1.41198  -0.012
H: 3.12336 2.63727 -1.02561  0.035
C: -3.52748 0.12733 -0.08817  -0.173
P: 2.99015 0.29168 -0.48296  0.772
H: -3.34511 -2.18801 2.21473  0.074
C: -3.43081 0.91232 2.56522  -0.120
C: -1.98040 -3.81879 1.89946  -0.296
H: 4.75239 1.94589 -0.84339  0.040
H: -5.53499 1.31935 2.36701  0.097
C: 2.35815 -4.52966 0.35691  -0.319
C: 0.04593 -1.34594 -1.86794  -0.030
H: 2.68062 -3.26874 -1.35579  0.048
C: -4.64301 0.97206 1.85954  -0.094
H: -0.61863 6.14131 1.40375  0.117
C: -3.32052 -3.14888 1.69949  -0.060
H: 2.52651 0.56533 -2.84576  0.028
C: -0.12898 3.89215 -1.07946  -0.091
H: -1.94012 -4.79485 1.40816  0.117
H: -0.34783 4.20753 -3.19163  0.113
C: -1.19250 -0.81234 -1.22223  -0.292
H: 2.14295 -4.90608 -1.75284  0.077
O: 0.51060 1.70915 -1.86559  0.022
H: -1.15433 7.54400 -0.60036  0.096
C: 4.32223 -0.75734 0.20217  -0.278
O: -0.98492 -2.97070 1.31670  -0.291
C: 3.18133 -0.08726 -2.26926  -0.277
S: -0.80358 0.33597 2.93073  0.649
H: 2.46122 -5.57408 0.65640  0.112
H: 4.43144 -0.53351 1.26196  0.006
H: -4.11531 -3.78230 2.09844  0.076

No. 3
Entry from OMol25: a structure of composition C25H31CsN7S4 (ωB97M-V/def2-TZVPD).

Calculated values
Energy relative to the best compared isomer or geometry (same formula, charge and spin)   0.274 eV
Maximum force   0.1 eV/A
Gap between HOMO and LUMO   4.57 eV
Net charge   -1
HOMO level   -0.0962 Ha

Each line ends with the Löwdin charge.
Positions of all 68 atoms, in Å:
H: 0.42761 1.55742 -1.66202  0.047
C: 1.36065 4.26355 2.07108  -0.080
N: -2.32862 -2.14786 1.37984  0.074
N: -2.59435 1.22723 -2.64935  0.103
C: 3.57817 1.62933 -0.67539  -0.219
H: -3.25099 5.61265 0.58136  0.105
H: -0.50220 3.43680 -2.37123  0.099
H: 1.59933 5.26681 1.69984  0.089
C: -1.41350 -4.06298 -2.90263  -0.068
H: 4.43375 3.11802 -1.76557  0.095
C: -2.81121 1.41493 -1.41670  -0.315
H: 1.71756 1.67105 -4.26842  0.105
H: 3.00566 1.78852 1.37301  0.050
H: -3.97139 -0.36708 -1.30899  0.080
H: 2.98069 0.73458 -0.87368  0.090
H: -1.80356 1.68845 -4.47564  0.097
C: -2.12987 -4.52336 1.37412  -0.013
H: -0.03425 3.08261 -4.01633  0.114
H: -2.94991 -0.08142 0.10722  0.046
C: -1.36182 4.64145 0.88149  -0.006
C: -3.59097 0.39888 -0.63608  -0.027
H: -3.00912 -3.37652 4.42888  0.104
H: -2.83586 -1.25297 3.15350  0.116
C: -3.15083 3.70403 -0.39747  -0.011
C: 2.62155 2.81028 -2.65120  -0.221
H: -0.55912 -2.66746 -4.30694  0.103
C: -2.47691 -4.57195 2.71308  -0.060
C: -2.07104 -3.28777 0.73514  -0.219
C: -0.80579 -1.83044 -2.34634  -0.116
H: 0.61827 4.35017 2.86349  0.071
N: -1.11390 2.49588 -0.11794  0.138
H: -0.42330 -0.84639 -2.60746  0.088
H: 2.98575 3.40894 -3.49096  0.104
N: 3.80830 2.33929 -1.93326  -0.073
C: -2.33872 2.59624 -0.61342  -0.237
H: 4.54296 1.25575 -0.32702  0.119
H: -1.86799 -5.42881 0.84562  0.105
H: 3.47999 3.33728 0.65620  0.122
H: -2.49961 3.06840 -3.64418  0.111
H: -1.50847 -4.87616 -3.61135  0.103
C: -1.81922 -4.23356 -1.58904  -0.022
C: -0.60710 3.50985 0.58569  -0.204
C: -0.89124 -2.84259 -3.29287  -0.052
H: -2.24842 -5.17208 -1.26703  0.102
N: 1.52300 2.63320 0.21304  0.035
C: -1.87542 2.17664 -3.50211  -0.197
H: 2.28724 0.69963 -2.93585  0.108
H: 2.24535 3.81730 2.51523  0.045
N: 0.40145 1.53898 -2.67922  -0.060
S: 3.09109 -2.12417 1.24581  -0.404
C: -2.64869 4.73588 0.37804  -0.053
C: 2.93192 2.40494 0.46465  -0.228
S: 1.11606 1.44607 3.82708  -0.319
N: -1.19117 -1.99094 -1.08498  0.065
C: -0.45978 2.63260 -3.11248  -0.229
H: 1.97541 3.46145 -2.04824  0.094
H: -4.41709 0.87802 -0.10308  0.080
H: -2.50851 -5.52027 3.23400  0.106
C: -2.65867 -2.20558 2.66504  -0.127
Cs: 0.38583 -0.23999 1.06415  0.675
C: -2.75386 -3.39036 3.37858  -0.055
C: 0.84224 3.40376 0.95253  -0.341
C: -1.68095 -3.16965 -0.70274  -0.222
H: -4.14630 3.74412 -0.82054  0.116
C: 1.77034 1.63034 -3.17704  -0.207
H: -0.93940 5.43960 1.47534  0.108
S: 3.52487 -0.61789 2.60178  -0.313
S: 2.00570 -0.42098 4.04071  -0.313

No. 4
Entry from OMol25: a cluster of 3 separate species, C25H31FINO11S in total in a non-equilibrium geometry (ωB97M-V/def2-TZVPD).

Calculated values
Maximum force   4.9 eV/A
Gap between HOMO and LUMO   7.09 eV
HOMO level   -0.3350 Ha
SMILES string   C[C@H](I)C[C@@]1(CCN)OC(=O)O[C@]1(CCCS)[C@@H](C)F.O=C1C=C(O)C(=O)C=C1O.O=C1C=C(O)C(=O)C=C1O

Each line ends with the Löwdin charge.
Positions of all 71 atoms, in Å:
C: 5.15287 0.03818 -3.19440  0.083
H: 1.90438 -1.71754 -4.06029  0.116
C: -0.99249 -1.86215 -0.58547  -0.217
C: -6.12129 3.36050 0.57648  -0.215
H: -2.17522 -2.05669 3.30227  0.128
O: -6.18030 2.20338 -0.13885  0.064
C: -5.20808 3.39852 1.75581  -0.296
C: -5.11792 4.64887 2.51612  0.079
C: -5.85031 5.70940 2.16987  -0.222
C: -0.19705 -1.66839 0.78540  -0.274
H: -2.76460 -2.31505 1.58458  0.083
O: -5.77524 6.87657 2.86410  0.096
H: -5.56298 1.57794 0.30139  -0.009
O: -4.56512 2.40758 2.05336  0.069
C: 1.68520 -0.11858 0.19478  -0.134
H: 4.51860 1.11201 2.12743  0.079
C: 2.56275 0.85871 1.10871  -0.700
H: -7.52387 4.40818 -0.61762  0.137
F: -0.25056 -2.48993 -1.64661  -0.046
O: 2.26824 -1.60026 -4.96003  0.104
H: -2.29850 -0.87113 -2.08548  0.097
C: 3.45655 -0.95877 -4.79138  -0.213
H: -4.43894 4.66859 3.35800  0.137
O: 0.66399 -3.73595 3.42747  0.121
H: 4.55263 -0.15932 0.80706  0.085
O: 3.12592 -0.92122 -2.46788  0.057
C: -6.85611 4.42192 0.23333  0.077
C: 0.68840 -2.95280 2.46827  -0.373
H: 2.64809 -2.29775 -0.96759  0.091
C: -1.65066 -0.53628 -1.19790  -0.045
N: 3.30361 -4.55779 1.48869  -0.018
C: -6.78314 5.66361 1.00844  -0.315
C: 3.86385 -0.62862 -3.39580  -0.281
O: 6.22461 0.37264 -6.56311  0.119
C: 1.39481 -1.58222 0.80324  -0.308
C: 4.22516 -0.63768 -5.83448  0.082
H: 3.77158 -0.51735 2.51389  0.072
H: 2.14968 -0.20008 -0.86195  0.107
H: -1.29668 0.28727 1.38145  0.104
H: 2.39364 -4.95015 1.21614  0.060
H: -6.39847 7.48365 2.41907  0.117
H: -1.87362 -2.57040 -0.35175  0.156
O: -0.30926 -3.00600 1.41487  -0.006
H: 2.87439 1.73962 0.42972  0.086
H: 1.56797 -3.56630 -0.22150  0.131
H: 3.99440 -2.50542 1.59978  0.097
C: 5.50401 0.05104 -5.63510  -0.310
H: 3.23219 -4.40470 2.50823  0.065
O: -7.44968 6.64640 0.73312  0.111
O: 1.60432 -1.85214 2.21529  -0.002
H: 5.44432 0.25601 -2.17558  0.134
S: -4.76238 -0.46944 1.02078  0.725
H: 0.66953 0.40442 0.02402  0.098
H: -0.86627 0.20242 -1.57879  0.085
H: 3.94053 -0.86939 -6.85211  0.140
C: 3.55425 -3.22403 0.83795  -0.236
H: 7.48254 1.09480 -4.96682  0.119
C: -1.05365 -0.75721 1.81021  -0.123
H: -4.23104 -0.84178 3.39771  0.080
O: 7.12265 0.97266 -4.06633  0.103
C: -3.62344 -0.47276 2.49985  -0.492
C: 2.27220 -2.69072 0.04341  -0.077
H: -0.47967 -0.53148 2.78613  0.083
C: -2.40840 -1.51635 2.31230  -0.213
I: 1.42377 1.81494 2.73897  0.795
H: -3.21887 0.55577 2.76667  0.076
H: -4.83591 -1.79355 0.59072  -0.097
C: 3.92259 0.23367 1.67264  -0.173
C: 5.92348 0.35639 -4.23724  -0.217
H: -2.35691 -0.00165 -0.47431  0.049
H: 4.38887 -3.41667 0.06059  0.114

Q: Which of these has the highest maximum force?
A: C25H31FINO11S

Q: Among the records above, which one has the highest maximum force?
A: C25H31FINO11S